## A
Computed, not measured: a cluster of 2 separate species, C9H19Cl4FN4P in total, with the ωB97M-V functional and the def2-TZVPD basis.

```
38
C9H19Cl4FN4P the ωB97M-V functional and the def2-TZVPD basis
C 2.83015 2.65035 0.86137
C 3.35986 1.23856 1.18707
C 2.27238 0.22329 1.59125
C 1.90737 -0.84144 0.52759
C 1.95770 -2.25898 1.10622
C 0.60449 -0.56590 -0.22468
C 0.71618 0.34017 -1.48706
F 1.82725 1.05134 -1.63339
N -0.49335 1.17026 -1.38370
C -1.28304 0.59332 -0.46520
N -2.61432 0.47514 -0.64897
N -0.50554 0.13997 0.54809
P -1.24691 -0.60444 1.95201
N -0.96677 0.17442 3.24767
H 1.78191 2.74753 1.14755
H 3.41207 3.42269 1.35905
H 2.89304 2.86015 -0.20578
H 4.04921 1.33761 2.02517
H 3.95004 0.85315 0.35490
H 2.67508 -0.33967 2.43562
H 1.39253 0.74271 1.96888
H 2.68926 -0.80866 -0.23786
H 1.26257 -2.39165 1.93577
H 2.95127 -2.41054 1.52647
H 1.78705 -3.02188 0.34638
H 0.18742 -1.50844 -0.58595
H 0.59144 -0.31122 -2.35085
H -0.94168 1.38222 -2.26910
H -3.31514 0.94000 -0.09481
H -2.93267 -0.04178 -1.46029
H -2.58797 -0.59859 1.56639
H -0.84466 -1.94587 1.90370
H -0.50608 -0.35568 3.97608
C -5.44877 -0.89048 -3.73000
Cl -5.82837 0.61228 -2.88030
Cl -6.52700 -2.16810 -3.20649
Cl -5.56549 -0.65281 -5.45992
Cl -3.76326 -1.35512 -3.32405
```

Calculated values
Lowest unoccupied orbital energy: -4.24 eV
Kohn-Sham gap: 8.48 eV
Total charge: +1
Highest occupied orbital energy: -12.72 eV


## B
Computed, not measured: a cluster of 2 separate species, C9H19Cl4FN4P in total, with the ωB97M-V functional and the def2-TZVPD basis.

```
38
C9H19Cl4FN4P the ωB97M-V functional and the def2-TZVPD basis
C 1.04510 -4.12835 -0.15447
C -0.29191 -3.81984 -0.97524
C -1.12362 -2.62856 -0.27203
C -1.07661 -1.28070 -1.12017
C -2.56655 -0.76656 -1.42437
C -0.12680 -0.15444 -0.54224
C 1.42783 -0.18945 -0.95857
F 1.88959 -1.36310 -1.55630
N 2.19385 0.29651 0.24642
C 1.14381 0.98905 0.97089
N 1.14766 2.22563 1.48197
N 0.07035 -0.01930 0.93530
P -1.32239 0.40071 1.94260
N -1.54999 -0.79297 2.99401
H 1.02640 -3.54540 0.81926
H 1.19919 -5.23593 0.02546
H 1.94471 -3.78124 -0.75288
H -0.90534 -4.77895 -0.95423
H -0.08688 -3.61473 -2.06710
H -2.20794 -2.98192 -0.30430
H -0.86760 -2.51058 0.81865
H -0.65297 -1.56049 -2.14125
H -3.13144 -0.55735 -0.47115
H -3.10001 -1.64554 -1.91259
H -2.58111 0.12067 -2.12626
H -0.54107 0.83832 -0.89128
H 1.48407 0.68260 -1.68251
H 2.96027 0.93173 -0.01723
H 1.19753 2.47219 2.47085
H 1.17286 3.01435 0.81451
H -1.04387 1.59395 2.67184
H -2.50778 0.63980 1.17606
H -2.49482 -1.17863 2.89681
C 1.65607 6.47001 0.01269
Cl 2.45020 6.14126 1.56608
Cl 0.25687 7.52479 0.27243
Cl 2.80054 7.25865 -1.08449
Cl 1.11183 4.93380 -0.70715
```

Calculated values
Lowest unoccupied orbital energy: -5.52 eV
Kohn-Sham gap: 6.55 eV
Total charge: +1
Highest occupied orbital energy: -12.07 eV


Verdict on stability: A comes out on top.


## A
Computed, not measured: the ion C2H3OS3 with charge -1, with the ωB97M-V functional and the def2-TZVPD basis.

```
9
C2H3OS3 the ωB97M-V functional and the def2-TZVPD basis
C -0.96931 -0.45870 0.12473
C 0.20206 0.35583 0.50942
O -0.88214 -1.37738 -1.01033
S -2.51364 -0.29726 0.63044
S 0.60369 1.75377 -0.62718
S 1.63368 -0.88313 0.42628
H 0.03883 0.74090 1.54685
H 1.93069 1.83307 -0.30977
H -0.04385 -1.66710 -1.29044
```

Calculated values
Lowest unoccupied orbital energy: 3.34 eV
Kohn-Sham gap: 6.80 eV
Total charge: -1
SMILES: OC(=S)[C@@H]([S-])S
Highest occupied orbital energy: -3.45 eV


## B
Computed, not measured: the ion C2H3OS3 with charge -1, with the ωB97M-V functional and the def2-TZVPD basis.

```
9
C2H3OS3 the ωB97M-V functional and the def2-TZVPD basis
C -0.22507 0.25314 0.69019
C -0.31042 0.34057 -0.83595
O 1.09513 0.51530 0.91991
S -0.79113 -1.48136 1.09638
S -1.32002 1.44600 -1.47236
S 0.81908 -0.45042 -1.73687
H -0.73601 1.10230 1.16997
H -0.19833 -1.84964 -0.08078
H 1.66678 0.12411 0.24950
```

Calculated values
Lowest unoccupied orbital energy: 3.40 eV
Kohn-Sham gap: 7.03 eV
Total charge: -1
SMILES: O[C@H](S)C(=S)[S-]
Highest occupied orbital energy: -3.62 eV


Verdict on stability: B comes out on top.


## A
Computed, not measured: an isolated molecule of CH2Cl2O2P2, with the ωB97M-V functional and the def2-TZVPD basis.

```
9
CH2Cl2O2P2 the ωB97M-V functional and the def2-TZVPD basis
C -1.00553 -0.14781 -0.23860
O 1.19512 -0.29595 1.68847
O -0.01134 2.22000 0.58640
P -1.02325 1.79122 -0.29858
P 0.75916 -0.50734 0.26393
Cl 1.84872 0.43938 -1.18117
Cl 0.88143 -2.47854 -0.22230
H -1.04041 -0.50113 -1.16664
H -1.60391 -0.51982 0.56850
```

Calculated values
Lowest unoccupied orbital energy: -1.21 eV
Kohn-Sham gap: 8.78 eV
SMILES: O=PCP(=O)(Cl)Cl
Highest occupied orbital energy: -9.99 eV


## B
Computed, not measured: a cluster of 2 separate species, CH2Cl2O2P2 in total, with the ωB97M-V functional and the def2-TZVPD basis.

```
9
CH2Cl2O2P2 the ωB97M-V functional and the def2-TZVPD basis
C -0.28025 1.21916 1.01519
O 4.78496 1.09428 -0.12467
O 1.64941 1.90356 -0.70952
P 0.17650 1.91492 -0.46684
P 3.59153 0.31402 0.01707
Cl 3.24392 -0.86068 -1.57242
Cl 3.36884 -0.92462 1.66273
H -1.17233 1.06208 1.48205
H 0.41506 0.65208 1.47473
```

Calculated values
Lowest unoccupied orbital energy (spin up / spin down): -3.14 / -1.93 eV
Kohn-Sham gap (spin up / spin down): 5.57 / 8.43 eV
Highest occupied orbital energy (spin up / spin down): -8.71 / -10.36 eV


Verdict on stability: A comes out on top.


## A
Computed, not measured: an isolated molecule of C3H4BrCl, with the ωB97M-V functional and the def2-TZVPD basis.

```
9
C3H4BrCl the ωB97M-V functional and the def2-TZVPD basis
C -0.20197 1.33092 0.39819
C -0.58946 0.11459 0.08031
C 0.50126 -0.96812 -0.53805
Cl 1.94920 -1.20421 0.41325
Br -2.46037 -0.45587 0.10396
H -0.69398 2.18683 0.89599
H 0.82918 1.46383 0.51651
H 0.01618 -1.91012 -0.37986
H 0.64996 -0.55786 -1.49031
```

Calculated values
Lowest unoccupied orbital energy: 0.76 eV
Kohn-Sham gap: 10.62 eV
SMILES: C=C(Br)CCl
Highest occupied orbital energy: -9.86 eV


## B
Computed, not measured: a cluster of 2 separate species, C3H4BrCl in total, with the ωB97M-V functional and the def2-TZVPD basis.

```
9
C3H4BrCl the ωB97M-V functional and the def2-TZVPD basis
C 1.15584 0.96641 -0.65384
C 0.27916 0.07788 -0.97867
C -0.96989 -0.60479 1.08761
Cl 0.00666 -1.42263 2.02903
Br -0.45248 -0.80409 -2.48516
H 1.84745 1.31171 -1.40183
H 1.19083 1.14083 0.34098
H -1.20961 0.38115 1.36514
H -1.84796 -1.04647 0.69672
```

Calculated values
Lowest unoccupied orbital energy (spin up / spin down): 0.06 / -0.10 eV
Kohn-Sham gap (spin up / spin down): 8.40 / 8.17 eV
Highest occupied orbital energy (spin up / spin down): -8.34 / -8.27 eV


Verdict on stability: A comes out on top.


## A
Computed, not measured: a cluster of 2 separate species, CH6OP2 in total, with the ωB97M-V functional and the def2-TZVPD basis.

```
10
CH6OP2 the ωB97M-V functional and the def2-TZVPD basis
C 0.62574 -0.46563 0.83078
O -1.90974 1.79652 -3.33955
P -0.15288 -0.10153 -0.79462
P -2.02785 2.19127 -1.94690
H 0.47718 0.23759 1.68271
H 1.67726 -0.44775 0.56148
H 0.24723 -1.47100 1.06546
H 1.04033 0.38210 -1.33899
H 0.09629 -1.39490 -1.47610
H -1.06476 3.27197 -1.83829
```

Calculated values
Lowest unoccupied orbital energy: -0.30 eV
Kohn-Sham gap: 8.61 eV
SMILES: O=P.CP
Highest occupied orbital energy: -8.90 eV


## B
Computed, not measured: a structure of composition CH6OP2, with the ωB97M-V functional and the def2-TZVPD basis.

```
10
CH6OP2 the ωB97M-V functional and the def2-TZVPD basis
C 0.39835 -0.33915 -1.30266
O -1.64915 0.87732 0.12761
P 0.76644 0.25780 1.86596
P -0.61552 -0.15245 0.21465
H -0.20883 -0.87468 -2.03502
H 0.64393 0.65162 -1.69592
H 1.30547 -0.90172 -1.08810
H -0.27882 0.83367 2.58517
H 0.99158 1.46607 1.18226
H -1.35344 -1.81847 0.14605
```

Calculated values
Lowest unoccupied orbital energy: 0.46 eV
Kohn-Sham gap: 10.14 eV
Highest occupied orbital energy: -9.68 eV


Verdict on stability: B comes out on top.


## A
Computed, not measured: an isolated molecule of C4H6ClNO2, with the ωB97M-V functional and the def2-TZVPD basis.

```
14
C4H6ClNO2 the ωB97M-V functional and the def2-TZVPD basis
C 1.29590 -0.34386 0.06266
C 0.40759 0.31130 -1.11190
C 0.46514 0.31926 1.08349
C -0.64261 0.55073 -0.06212
N -1.54008 -0.69130 -0.05150
O -2.19419 -0.85491 -1.02898
O -1.45364 -1.36846 0.94224
Cl -1.80732 1.90030 -0.11032
H 1.29739 -1.44702 0.22535
H 2.26468 -0.02862 0.15481
H 0.92153 1.12966 -1.44143
H 0.23340 -0.38604 -1.92629
H -0.07198 -0.27052 1.81466
H 0.82420 1.17948 1.44931
```

Calculated values
Lowest unoccupied orbital energy: 0.20 eV
Kohn-Sham gap: 11.02 eV
SMILES: O=[N+]([O-])C1(Cl)CCC1
Highest occupied orbital energy: -10.82 eV


## B
Computed, not measured: an isolated molecule of C4H6ClNO2, with the ωB97M-V functional and the def2-TZVPD basis.

```
14
C4H6ClNO2 the ωB97M-V functional and the def2-TZVPD basis
C -0.40584 0.53911 1.37770
C -0.59787 -0.02619 0.17787
C 1.11627 -0.47071 -1.75477
C 0.01806 0.45823 -1.07746
N -0.81431 -0.04868 2.62025
O -1.46877 -1.08041 2.56537
O -0.43128 0.49986 3.64115
Cl -1.58232 -1.37318 -0.25510
H 0.22806 1.48883 1.47047
H 1.53126 -1.15747 -1.04503
H 0.70442 -1.04415 -2.71259
H 1.92974 0.03733 -2.05126
H -0.71417 0.65672 -1.87555
H 0.48676 1.52072 -1.08106
```

Calculated values
Lowest unoccupied orbital energy: -0.59 eV
Kohn-Sham gap: 9.96 eV
SMILES: CC/C(Cl)=C/[N+](=O)[O-]
Highest occupied orbital energy: -10.55 eV


Verdict on stability: B comes out on top.